Molecular formula: C12H24O24S6
Method: DFT, wB97M-V/def2-TZVPD

Structure (XYZ):
```
66
Properties=species:S:1:pos:R:3:mulliken_charge:R:1
H 20.765 -15.959 0.203 0.44
O 22.434 -13.994 -7.084 -0.44
H 28.642 -10.268 -0.893 0.30
H 25.278 -11.001 -7.245 0.26
O 27.319 -14.571 0.226 -0.58
H 22.624 -12.835 1.933 0.47
C 23.300 -11.479 -6.755 -0.25
S 22.238 -14.816 -5.678 1.29
C 23.362 -11.696 0.232 0.61
H 24.019 -12.091 -0.543 -0.78
S 22.433 -14.827 -0.802 1.22
H 23.447 -12.551 -6.889 0.34
O 20.997 -18.147 1.687 -0.41
O 24.000 -8.812 2.350 -0.60
H 23.748 -12.252 -2.518 -0.60
C 19.795 -17.657 1.123 -0.27
O 26.423 -12.004 0.248 -0.28
C 23.074 -14.074 -3.143 -0.25
C 26.525 -10.824 -0.470 -0.30
H 26.447 -10.031 0.274 0.71
C 27.946 -11.066 -1.153 -0.35
O 21.783 -14.013 -4.551 -0.36
H 22.350 -11.726 -0.171 0.67
H 19.135 -18.484 0.861 0.26
S 26.942 -13.378 -0.526 1.05
O 24.716 -10.201 -5.517 -0.38
O 23.371 -15.737 -5.544 -0.58
O 23.840 -11.359 2.624 -0.41
S 22.251 -18.296 0.629 1.21
H 22.602 -13.472 -3.919 0.10
O 23.999 -10.457 0.320 -0.51
C 23.574 -12.374 1.660 -0.47
H 19.673 -16.894 -1.015 0.37
C 21.495 -14.411 -8.147 -0.29
O 28.270 -12.440 -1.012 -0.43
H 21.725 -16.530 -7.851 0.32
H 21.991 -14.288 -9.110 0.36
O 23.383 -17.492 1.144 -0.50
O 22.532 -19.743 0.447 -0.61
O 24.681 -12.287 -4.030 -0.45
O 23.347 -10.315 -3.242 -0.59
O 22.252 -14.915 -2.424 -0.69
H 19.378 -17.119 1.975 0.25
O 21.075 -14.805 -0.155 -0.65
O 23.490 -15.819 -0.489 -0.55
H 20.060 -15.988 -8.085 0.35
O 20.874 -15.617 -6.265 -0.35
O 23.135 -13.343 -0.969 -0.47
C 20.277 -16.883 -0.108 -0.35
S 23.957 -11.079 -4.332 1.14
H 27.826 -11.142 -2.233 0.27
O 21.454 -17.621 -0.583 -0.27
O 22.800 -11.380 -5.472 -0.44
C 23.845 -13.264 -2.124 0.68
H 23.844 -14.697 -3.598 0.59
H 24.840 -13.685 -1.986 0.62
O 26.019 -10.291 1.831 -0.54
C 21.021 -15.725 -7.642 -0.56
S 24.574 -10.083 1.890 1.08
H 25.751 -10.727 -1.231 -0.03
H 22.524 -11.262 -7.489 0.39
C 24.388 -10.531 -6.829 -0.19
O 26.023 -13.603 -1.658 -0.41
H 20.662 -13.710 -8.089 0.28
H 24.238 -9.576 -7.333 0.22
H 24.427 -13.049 1.585 0.32
```

Values from the calculation:
* relative energy (zero: lowest compared OMol25 entry of this formula, charge and spin): 409.3 kcal/mol
* HOMO energy: -0.301 hartree
* electronic energy: -4665.7418 Eh
* total charge: 0
* LUMO level: -0.3 eV
* max |F|: 13.76 eV Å⁻¹

Molecular formula: C12H24O4
Method: DFT, wB97M-V/def2-TZVPD

Structure (XYZ):
```
40
Properties=species:S:1:pos:R:3:mulliken_charge:R:1
H 0.943 2.717 3.114 0.41
H -5.209 1.452 0.753 0.29
H -3.350 1.287 1.015 0.08
H -6.688 -0.038 2.303 0.27
H -0.621 -3.911 -1.646 0.42
H -1.047 0.663 1.343 -0.12
C -5.828 -0.735 1.744 -1.11
H 5.457 -1.042 -1.302 0.38
H 5.389 -1.160 -2.913 0.38
H -0.431 0.518 2.936 0.55
C 5.786 -0.567 -2.158 -1.26
H 6.830 -0.512 -2.340 0.33
H -0.011 3.115 1.562 0.25
O 1.913 0.630 0.942 -0.55
H 3.130 1.719 -1.688 0.26
H 1.782 2.829 1.695 0.39
H -5.774 -1.684 2.182 0.34
H 0.340 0.316 -2.458 0.32
C -0.472 -3.094 -1.102 -1.16
H -4.341 2.186 2.299 0.29
O 5.706 1.849 -1.923 -0.58
O -3.659 -0.605 2.645 -0.56
C -0.408 -1.993 -2.133 0.77
C 0.877 2.573 2.113 -1.25
H 3.284 -0.190 -1.149 0.10
C -4.429 1.376 1.588 -0.67
C -0.294 0.286 1.936 -0.56
O -0.919 -2.161 -3.266 -0.60
H -6.088 -0.768 0.652 0.32
H 0.466 -2.899 -0.615 0.35
H -1.339 -2.856 -0.596 0.27
C -4.580 -0.003 2.099 0.75
C 3.584 0.679 -1.927 -0.65
C 0.921 1.122 1.535 0.72
C 0.164 -0.587 -1.718 -0.79
H -0.307 -0.130 -1.157 0.34
C 5.072 0.796 -1.963 0.63
H 1.072 -0.785 -1.179 0.09
H 3.180 0.415 -2.892 0.39
H -0.089 -0.804 1.677 0.16
```

Values from the calculation:
* relative energy (zero: lowest compared OMol25 entry of this formula, charge and spin): 117.8 kcal/mol
* SMILES: CC(C)=O.CC(C)=O.CC(C)=O.CC(C)=O
* HOMO energy: -0.344 hartree
* electronic energy: -772.3924 Eh
* total charge: 0
* LUMO level: 0.3 eV
* max |F|: 15.47 eV Å⁻¹

Molecular formula: C12H24O4
Method: DFT, wB97M-V/def2-TZVPD

Structure (XYZ):
```
40
Properties=species:S:1:pos:R:3:lowdin_spin:R:1
C -1.140 1.280 -1.262 0.00
H 5.061 0.274 -2.669 0.01
H -6.304 0.566 -1.155 0.00
O 6.215 -0.243 0.212 0.65
C 5.368 -0.363 -0.648 0.11
H -1.263 -2.758 3.613 0.00
C 0.873 -0.637 2.398 0.00
H -0.440 -1.428 4.375 0.00
O 1.212 1.727 -0.733 0.01
C 0.379 1.339 -1.552 0.00
H 3.330 -1.189 -0.817 0.00
C 3.854 -0.337 -0.382 0.09
O -5.981 1.484 1.207 0.00
H 1.053 -0.026 1.514 0.00
C -0.475 -1.391 2.232 0.00
H 0.714 -0.010 3.276 0.00
C -5.352 0.252 -0.728 0.00
H -1.434 0.299 -0.888 0.00
H -3.057 0.707 0.323 0.00
H -1.985 -1.071 3.625 0.00
C -1.089 -1.685 3.537 0.00
H 1.861 0.689 -2.998 0.00
H -3.697 -0.472 1.506 0.00
H -1.604 1.581 -2.202 0.00
O -0.914 -1.634 1.162 0.00
H -1.372 2.049 -0.525 0.00
H 5.569 -1.389 -2.530 0.00
H 0.419 -0.302 -2.846 0.00
C -5.103 0.853 0.602 0.00
H 6.791 -0.087 -2.444 0.00
H 0.229 1.301 -3.636 0.00
C -3.761 0.553 1.141 0.00
H 1.692 -1.343 2.536 0.00
H -4.590 0.583 -1.434 0.00
C 0.777 0.727 -2.889 0.00
H -3.457 1.246 1.924 0.00
H 3.426 0.605 -0.725 0.00
H 3.770 -0.534 0.687 0.00
H -5.354 -0.834 -0.635 0.00
C 5.777 -0.381 -2.172 0.12
```

Values from the calculation:
* relative energy (zero: lowest compared OMol25 entry of this formula, charge and spin): 4.5 kcal/mol
* HOMO energy (spin up / spin down): -0.412 / -0.412 hartree
* electronic energy: -772.2075 Eh
* total charge: +1
* LUMO level (spin up / spin down): -5.3 / -9.3 eV
* multiplicity: 2
* ⟨S²⟩: 0.757
* max |F|: 3.33 eV Å⁻¹